{"formula": "C48H94O13", "method": "the ωB97M-V functional and the def2-TZVPD basis", "species": ["C", "C", "C", "O", "C", "H", "H", "H", "H", "H", "H", "H", "H", "C", "C", "C", "O", "C", "H", "H", "H", "H", "H", "H", "H", "H", "C", "C", "C", "O", "C", "H", "H", "H", "H", "H", "H", "H", "H", "C", "C", "C", "O", "C", "H", "H", "H", "H", "H", "H", "H", "H", "C", "C", "C", "O", "C", "H", "H", "H", "H", "H", "H", "H", "H", "C", "C", "C", "O", "C", "H", "H", "H", "H", "H", "H", "H", "H", "C", "C", "C", "O", "C", "H", "H", "H", "H", "H", "H", "H", "H", "C", "C", "C", "O", "C", "H", "H", "H", "H", "H", "H", "H", "H", "C", "C", "C", "O", "C", "H", "H", "H", "H", "H", "H", "H", "H", "C", "C", "C", "O", "C", "H", "H", "H", "H", "H", "H", "H", "H", "C", "C", "C", "O", "C", "H", "H", "H", "H", "H", "H", "H", "H", "O", "C", "O", "C", "C", "C", "H", "H", "H", "H", "H", "H"], "positions_angstrom": [[-20.169, -13.161, 23.023], [-20.120, -14.581, 22.517], [-21.033, -15.305, 23.500], [-20.756, -14.663, 24.745], [-20.057, -13.438, 24.531], [-21.153, -12.714, 22.865], [-19.368, -12.461, 22.777], [-19.120, -15.015, 22.565], [-20.468, -14.693, 21.487], [-20.780, -16.367, 23.481], [-22.084, -15.249, 23.202], [-18.999, -13.606, 24.771], [-20.422, -12.598, 25.123], [-20.839, -9.212, 23.329], [-19.916, -9.153, 24.555], [-18.606, -9.717, 24.034], [-18.739, -9.710, 22.596], [-19.855, -8.923, 22.219], [-21.778, -8.661, 23.379], [-21.188, -10.247, 23.238], [-20.333, -9.800, 25.330], [-19.840, -8.138, 24.946], [-18.457, -10.751, 24.347], [-17.751, -9.073, 24.255], [-20.220, -9.232, 21.238], [-19.550, -7.870, 22.157], [-20.462, -15.582, 18.212], [-21.973, -15.348, 18.174], [-22.328, -15.923, 16.806], [-21.106, -15.945, 16.060], [-20.083, -15.232, 16.788], [-20.284, -16.652, 18.367], [-19.929, -15.096, 19.032], [-22.077, -14.263, 18.076], [-22.530, -15.769, 19.005], [-23.081, -15.322, 16.289], [-22.743, -16.931, 16.864], [-20.095, -14.154, 16.589], [-19.148, -15.640, 16.411], [-18.766, -11.716, 13.015], [-17.382, -11.859, 13.627], [-17.633, -11.720, 15.151], [-19.035, -11.461, 15.297], [-19.589, -10.987, 14.085], [-19.321, -12.608, 12.720], [-18.782, -11.126, 12.093], [-16.761, -11.059, 13.229], [-16.953, -12.828, 13.379], [-17.140, -10.839, 15.572], [-17.398, -12.584, 15.770], [-19.557, -9.891, 14.024], [-20.651, -11.232, 14.016], [-18.195, -8.665, 17.600], [-19.630, -8.283, 17.278], [-19.503, -6.834, 16.836], [-18.197, -6.702, 16.296], [-17.459, -7.921, 16.483], [-18.052, -9.746, 17.593], [-17.891, -8.296, 18.581], [-20.258, -8.403, 18.164], [-20.060, -8.891, 16.480], [-19.595, -6.151, 17.686], [-20.262, -6.655, 16.069], [-16.429, -7.695, 16.757], [-17.472, -8.465, 15.533], [-13.347, -10.768, 17.296], [-12.839, -9.865, 18.407], [-13.906, -10.100, 19.455], [-15.117, -10.028, 18.685], [-14.874, -10.558, 17.376], [-13.058, -11.784, 17.564], [-12.972, -10.526, 16.303], [-12.656, -8.818, 18.167], [-11.881, -10.214, 18.811], [-14.013, -9.328, 20.218], [-13.850, -11.040, 20.015], [-15.227, -9.824, 16.647], [-15.430, -11.482, 17.197], [-12.809, -11.567, 24.491], [-14.282, -11.363, 24.776], [-14.816, -10.852, 23.411], [-13.695, -10.364, 22.695], [-12.568, -10.398, 23.542], [-12.635, -12.449, 23.866], [-12.127, -11.543, 25.338], [-14.485, -10.607, 25.534], [-14.787, -12.301, 25.012], [-15.574, -10.083, 23.574], [-15.319, -11.700, 22.939], [-12.540, -9.454, 24.119], [-11.594, -10.348, 23.052], [-15.225, -15.177, 23.506], [-14.043, -15.692, 24.340], [-14.564, -15.661, 25.779], [-15.939, -15.968, 25.646], [-16.379, -15.190, 24.549], [-15.513, -15.796, 22.657], [-14.896, -14.205, 23.135], [-13.131, -15.099, 24.251], [-13.782, -16.734, 24.139], [-14.483, -14.643, 26.186], [-13.959, -16.308, 26.410], [-16.571, -14.171, 24.911], [-17.307, -15.582, 24.140], [-12.555, -15.352, 20.997], [-13.609, -15.868, 20.032], [-13.393, -14.872, 18.878], [-13.014, -13.647, 19.482], [-12.597, -13.837, 20.850], [-11.610, -15.756, 20.618], [-12.662, -15.619, 22.048], [-14.600, -15.755, 20.481], [-13.518, -16.909, 19.728], [-14.336, -14.671, 18.367], [-12.644, -15.322, 18.220], [-13.386, -13.457, 21.509], [-11.665, -13.311, 21.040], [-23.503, -11.607, 17.422], [-22.006, -11.565, 17.125], [-21.454, -11.274, 18.531], [-22.420, -10.407, 19.115], [-23.619, -10.392, 18.328], [-23.859, -12.498, 17.937], [-24.106, -11.422, 16.531], [-21.747, -10.744, 16.455], [-21.675, -12.497, 16.666], [-20.451, -10.858, 18.577], [-21.451, -12.269, 19.002], [-23.606, -9.443, 17.782], [-24.485, -10.424, 18.990], [-16.647, -18.722, 21.678], [-16.542, -18.616, 20.165], [-17.251, -17.264, 19.836], [-17.873, -16.856, 21.051], [-17.935, -17.948, 21.965], [-15.817, -18.181, 22.131], [-16.727, -19.735, 22.070], [-17.041, -19.369, 19.557], [-15.477, -18.584, 19.930], [-18.014, -17.394, 19.065], [-16.532, -16.535, 19.471], [-18.842, -18.546, 21.821], [-18.004, -17.534, 22.972], [-17.057, -14.590, 18.139], [-17.304, -13.791, 18.998], [-17.840, -12.593, 18.663], [-17.904, -11.694, 19.776], [-16.962, -12.304, 20.786], [-16.923, -13.782, 20.474], [-18.897, -11.652, 20.236], [-17.568, -10.704, 19.485], [-17.280, -12.158, 21.818], [-15.985, -11.838, 20.640], [-17.727, -14.381, 20.912], [-15.927, -14.185, 20.624]], "homo_ev": -9.2, "de_lowest_kcal_mol": 0.0, "homo_lumo_gap_ev": 9.8}

=====

{"formula": "C32H38N3O3S", "method": "the ωB97M-V functional and the def2-TZVPD basis", "species": ["C", "N", "C", "O", "C", "C", "C", "C", "C", "C", "C", "C", "N", "C", "C", "C", "C", "C", "C", "C", "C", "C", "C", "C", "C", "C", "H", "H", "H", "H", "H", "H", "H", "H", "H", "H", "H", "H", "H", "H", "H", "H", "H", "H", "H", "H", "H", "H", "H", "H", "H", "H", "H", "C", "S", "C", "C", "C", "C", "C", "C", "N", "O", "O", "C", "C", "H", "H", "H", "H", "H", "H", "H", "H", "H", "H", "H"], "positions_angstrom": [[1.842, 4.558, 2.171], [1.655, 3.133, 2.033], [2.710, 2.269, 1.951], [3.894, 2.594, 1.926], [2.125, 0.853, 1.892], [2.683, -0.057, 2.991], [4.161, -0.333, 2.798], [5.091, 0.024, 3.781], [6.459, -0.124, 3.533], [6.899, -0.668, 2.318], [5.963, -1.064, 1.353], [4.594, -0.922, 1.605], [0.682, 1.096, 1.985], [-0.212, 0.087, 1.958], [-1.581, 0.277, 2.128], [-2.567, -0.704, 2.034], [-3.958, -0.400, 2.253], [-4.960, -1.376, 2.010], [-6.307, -1.119, 2.216], [-6.743, 0.171, 2.540], [-8.211, 0.446, 2.621], [-5.785, 1.166, 2.779], [-4.427, 0.881, 2.691], [0.343, 2.519, 2.161], [-0.226, 2.804, 3.560], [-0.574, 3.080, 1.061], [2.901, 4.792, 2.055], [1.265, 5.090, 1.405], [1.501, 4.906, 3.155], [2.370, 0.428, 0.901], [2.516, 0.427, 3.968], [2.119, -1.004, 2.979], [4.731, 0.453, 4.721], [7.182, 0.197, 4.286], [7.967, -0.784, 2.122], [6.287, -1.477, 0.396], [3.848, -1.233, 0.866], [0.196, -0.916, 1.794], [-1.903, 1.298, 2.329], [-2.291, -1.690, 1.669], [-4.644, -2.353, 1.642], [-7.048, -1.914, 2.104], [-8.408, 1.515, 2.740], [-8.720, 0.099, 1.713], [-8.672, -0.084, 3.464], [-6.123, 2.172, 3.040], [-3.715, 1.663, 2.955], [0.548, 2.608, 4.315], [-0.530, 3.857, 3.616], [-1.090, 2.177, 3.786], [-0.008, 3.163, 0.124], [-1.443, 2.447, 0.880], [-0.921, 4.077, 1.358], [-3.011, -6.297, 1.455], [-3.473, -4.523, 1.575], [-4.605, -4.638, 3.025], [-2.157, -3.712, 2.325], [-0.810, -4.092, 2.076], [0.184, -4.004, 3.111], [1.441, -4.548, 2.932], [1.806, -5.082, 1.675], [3.163, -5.418, 1.420], [3.474, -5.822, 0.275], [4.004, -5.292, 2.342], [0.866, -5.127, 0.619], [-0.399, -4.606, 0.799], [-2.125, -6.399, 0.823], [-2.834, -6.699, 2.458], [-3.860, -6.807, 0.982], [-4.752, -3.628, 3.420], [-5.558, -5.043, 2.664], [-4.150, -5.301, 3.771], [-2.409, -3.212, 3.260], [-0.092, -3.542, 4.061], [2.176, -4.564, 3.735], [1.184, -5.561, -0.328], [-1.087, -4.578, -0.050]], "homo_ev": -9.4, "homo_lumo_gap_ev": 4.8, "charge": 1}

=====

{"formula": "C26H45ErF3O2P2", "method": "the ωB97M-V functional and the def2-TZVPD basis", "species": ["Er", "C", "C", "C", "C", "C", "C", "H", "H", "H", "C", "H", "H", "H", "C", "H", "H", "H", "C", "H", "H", "H", "C", "H", "H", "H", "C", "C", "C", "C", "C", "C", "C", "C", "H", "H", "H", "H", "H", "H", "H", "H", "H", "H", "H", "H", "P", "C", "H", "H", "H", "C", "H", "H", "H", "C", "H", "H", "H", "P", "C", "H", "H", "H", "C", "H", "H", "H", "C", "H", "H", "H", "F", "C", "F", "F", "C", "O", "O"], "positions_angstrom": [[0.352, 0.371, 0.507], [2.445, -0.884, 1.118], [2.464, -0.786, -0.311], [2.626, 1.360, 0.543], [2.566, 0.442, 1.650], [2.578, 0.597, -0.662], [2.455, -2.144, 1.902], [1.877, -2.924, 1.391], [2.009, -1.988, 2.894], [3.485, -2.512, 2.041], [2.815, 0.783, 3.069], [2.574, -0.059, 3.725], [2.209, 1.647, 3.368], [3.871, 1.060, 3.234], [2.856, 2.822, 0.620], [3.932, 3.056, 0.580], [2.433, 3.243, 1.543], [2.375, 3.320, -0.232], [2.829, 1.102, -2.039], [3.907, 1.064, -2.277], [2.485, 2.139, -2.140], [2.293, 0.491, -2.778], [2.606, -1.920, -1.252], [3.624, -2.351, -1.247], [2.368, -1.614, -2.280], [1.900, -2.723, -1.012], [-1.839, -1.903, -1.317], [-0.757, -2.698, -1.196], [-0.372, -3.707, -2.241], [0.223, -3.209, -3.594], [0.309, -1.723, -3.813], [-0.772, -0.944, -3.923], [-2.173, -1.497, -3.891], [-2.743, -1.954, -2.518], [-1.241, -4.347, -2.480], [-0.363, -3.671, -4.408], [0.383, -4.374, -1.792], [-3.139, -2.978, -2.648], [-2.211, -1.276, -0.492], [-0.177, -2.761, -0.263], [-3.613, -1.314, -2.299], [-2.842, -0.711, -4.281], [-0.703, 0.118, -4.178], [-2.249, -2.349, -4.588], [1.245, -3.613, -3.685], [1.314, -1.347, -4.033], [-1.139, -1.100, 2.534], [-0.474, -0.769, 4.209], [-1.215, -1.086, 4.955], [-0.292, 0.304, 4.333], [0.470, -1.303, 4.371], [-2.813, -0.408, 2.793], [-3.225, -0.792, 3.737], [-3.465, -0.702, 1.963], [-2.777, 0.686, 2.837], [-1.509, -2.886, 2.698], [-2.162, -3.202, 1.869], [-2.000, -3.079, 3.667], [-0.569, -3.456, 2.637], [-1.024, 2.406, -1.038], [-0.347, 2.908, -2.661], [-1.152, 3.359, -3.255], [0.030, 2.013, -3.177], [0.473, 3.624, -2.526], [-2.745, 2.058, -1.561], [-2.738, 1.405, -2.447], [-3.259, 3.001, -1.787], [-3.272, 1.538, -0.754], [-1.259, 4.040, -0.237], [-1.639, 4.762, -0.972], [-0.307, 4.403, 0.174], [-1.969, 3.958, 0.598], [-1.351, 4.357, 4.137], [-1.334, 3.147, 3.545], [-1.560, 2.215, 4.526], [-2.423, 3.081, 2.716], [-0.020, 2.839, 2.789], [0.958, 3.530, 3.039], [-0.106, 1.813, 1.977]], "s_squared": 3.753, "multiplicity": 4, "homo_ev": [-11.0, -11.0], "homo_lumo_gap_ev": [8.3, 8.4], "charge": 1}

=====

{"formula": "C14H12AlBrIN5O4", "method": "the ωB97M-V functional and the def2-TZVPD basis", "species": ["Al", "C", "C", "N", "C", "C", "N", "C", "O", "O", "C", "O", "O", "H", "H", "H", "H", "H", "Br", "C", "C", "C", "N", "C", "C", "H", "H", "H", "H", "I", "C", "C", "N", "N", "C", "H", "H", "H"], "positions_angstrom": [[9.807, 6.489, 7.563], [10.239, 4.100, 10.590], [9.897, 5.521, 10.526], [9.759, 6.281, 9.430], [9.483, 7.603, 9.847], [9.480, 7.618, 11.209], [9.759, 6.300, 11.593], [9.485, 8.758, 12.167], [8.501, 9.643, 12.067], [10.359, 8.862, 12.980], [9.312, 8.683, 8.836], [8.965, 9.771, 9.187], [9.507, 8.205, 7.612], [9.709, 3.619, 9.792], [9.896, 3.680, 11.480], [11.322, 4.041, 10.453], [9.933, 6.071, 12.559], [7.917, 9.494, 11.302], [15.293, 6.231, 4.046], [13.760, 6.097, 5.170], [13.698, 6.917, 6.293], [12.531, 6.942, 7.028], [11.457, 6.170, 6.722], [11.546, 5.325, 5.693], [12.662, 5.269, 4.877], [14.502, 7.536, 6.585], [12.426, 7.543, 7.950], [10.744, 4.708, 5.479], [12.693, 4.509, 4.094], [5.046, 3.913, 4.529], [6.542, 5.078, 5.361], [6.616, 6.480, 5.185], [7.673, 6.902, 5.892], [8.251, 5.885, 6.546], [7.578, 4.764, 6.206], [5.980, 7.131, 4.657], [7.865, 7.863, 6.141], [7.823, 3.785, 6.651]], "homo_ev": -14.8, "de_lowest_kcal_mol": 0.0, "homo_lumo_gap_ev": 8.0, "charge": 2}

=====

{"formula": "C2H10NO4", "method": "the ωB97M-V functional and the def2-TZVPD basis", "species": ["O", "C", "O", "C", "N", "H", "H", "H", "H", "H", "H", "H", "H", "O", "H", "H", "O"], "positions_angstrom": [[-2.412, 0.750, 0.274], [-1.446, 0.266, 0.849], [-0.742, 0.967, 1.728], [-0.822, -1.125, 0.622], [0.094, -1.117, -0.618], [-1.242, 1.433, 2.432], [-0.197, -1.305, 1.536], [-1.606, -1.853, 0.465], [0.548, -2.026, -0.536], [-0.478, -0.995, -1.470], [0.828, -0.419, -0.402], [2.401, -1.161, -2.919], [2.765, -0.054, -1.950], [2.340, -0.909, -1.956], [2.433, 1.493, 0.120], [0.926, 1.787, -0.008], [1.604, 1.155, -0.262]], "s_squared": 0.757, "multiplicity": 2, "homo_ev": [-18.7, -18.7], "de_lowest_kcal_mol": 0.0, "homo_lumo_gap_ev": [8.1, 3.8], "charge": 2}

=====

{"formula": "C12H27B", "method": "the ωB97M-V functional and the def2-TZVPD basis", "species": ["B", "C", "C", "C", "C", "C", "C", "C", "C", "C", "C", "C", "C", "H", "H", "H", "H", "H", "H", "H", "H", "H", "H", "H", "H", "H", "H", "H", "H", "H", "H", "H", "H", "H", "H", "H", "H", "H", "H", "H"], "positions_angstrom": [[0.133, -0.014, 0.391], [-1.537, 1.692, -2.363], [3.180, -3.053, -1.504], [-1.395, 2.004, 4.108], [0.857, 1.286, -0.266], [0.803, -1.441, -0.010], [-0.744, 0.224, 1.778], [-0.244, 0.872, -2.632], [1.630, -3.354, -1.604], [-2.451, 1.213, 3.298], [1.024, 1.374, -1.772], [0.729, -2.109, -1.364], [-2.058, 1.032, 1.841], [-1.844, 1.756, -1.317], [-1.540, 2.743, -2.633], [-2.474, 1.345, -2.830], [3.784, -3.915, -1.839], [3.472, -2.805, -0.416], [3.562, -2.197, -2.009], [-1.268, 3.034, 3.935], [-0.362, 1.545, 3.942], [-1.553, 1.948, 5.192], [-0.011, 1.933, 0.077], [1.790, 1.612, 0.252], [0.350, -2.147, 0.819], [1.754, -1.112, 0.385], [-0.999, -0.791, 2.155], [0.073, 0.609, 2.391], [-0.498, -0.158, -2.497], [0.036, 0.937, -3.733], [1.444, -3.835, -2.603], [1.471, -4.195, -0.884], [-3.435, 1.755, 3.284], [-2.641, 0.313, 3.822], [1.269, 2.373, -2.147], [1.790, 0.721, -2.161], [0.911, -1.313, -2.143], [-0.286, -2.382, -1.626], [-1.825, 2.017, 1.299], [-2.898, 0.486, 1.381]], "homo_ev": -9.3, "de_lowest_kcal_mol": 41.3, "homo_lumo_gap_ev": 9.9}